Formula: C58H49N6NaO4
Source: the Open Molecules 2025 dataset
Level of theory: ωB97M-V/def2-TZVPD

Last column: Mulliken charge in e.
Geometry (Å):
Na  0.674423  -0.281552  0.198580  1.3421
O  -0.278871  -0.181678  -1.502771  -0.6345
O  -4.073242  0.768853  0.332313  -0.3286
O  -3.620218  1.193150  -1.855160  -0.3571
O  -0.864634  -0.455143  1.407949  -0.9366
N  1.855296  0.019158  2.960565  0.1266
N  2.277314  -3.614249  1.158035  -0.9843
N  1.411242  -3.209807  -2.712541  0.2044
N  2.050551  -2.248583  -0.699573  -0.2817
N  2.738516  1.183708  -0.337698  -0.4881
N  2.249555  -2.491586  1.868256  0.2475
C  0.222617  -0.915716  4.436909  -0.4008
C  -1.162290  0.714934  -1.958076  1.6086
C  0.000419  0.317700  5.005581  -0.2873
C  -2.673439  0.529324  0.168154  -1.1733
C  2.515148  -5.957885  -0.562289  -0.3477
C  -4.058339  -3.491636  -0.576992  -1.3169
C  -3.776923  -2.330746  0.118661  0.7335
C  -1.713518  -3.944687  -0.766604  -0.6460
C  1.924302  -6.852635  -2.713041  -0.4365
C  -0.630372  0.004513  -6.192440  -0.5608
C  3.640382  1.855734  0.176981  -1.0651
C  2.909690  6.056470  0.679571  -0.4346
C  3.326377  5.283768  1.750177  -1.0411
C  -2.924230  -1.835435  3.163923  -0.6267
C  -5.924401  0.981535  -1.148545  -2.0127
C  -3.651800  -0.666384  5.130702  -0.5196
C  -3.598183  0.521592  4.417614  -0.9531
C  -1.434892  -2.781443  -0.073118  0.4813
C  -2.150483  -0.644101  1.078038  2.2530
C  1.712520  -4.489917  -2.304364  -0.1383
C  -3.205065  0.530168  3.091982  -0.2062
C  -0.221120  2.487937  -0.417168  1.0132
C  7.195652  0.100990  1.787704  -0.4286
C  1.596470  -5.576602  -3.161800  -0.8695
C  -1.878052  -0.224030  -5.640451  -0.8626
C  1.606617  1.196641  3.487729  0.0797
C  1.304128  -2.284837  2.699966  -0.9349
C  -2.124881  0.052154  -4.302415  -0.2357
C  3.652130  3.953999  1.558037  -0.0366
C  -0.904077  2.174730  -1.584484  -0.0122
C  -0.099962  3.800854  -0.004173  -1.0579
C  2.384272  -7.038212  -1.420368  -0.7398
C  3.497609  3.348208  0.310420  1.2268
C  3.032239  4.126673  -0.744116  -0.3653
C  2.778398  5.473755  -0.571824  -0.5967
C  -0.668900  4.823650  -0.746155  -0.6249
C  4.897948  1.278152  0.753793  0.1714
C  -4.511136  1.473350  -0.798453  1.2958
C  6.011924  -0.620870  1.719064  -0.7471
C  -2.559928  0.371693  -1.355404  -0.8857
C  -2.459037  -1.953011  0.354538  -0.7386
C  2.203571  -3.498245  -0.129556  0.2378
C  1.674018  -2.135484  -1.903291  -1.2549
C  6.090061  1.998343  0.821252  -0.1801
C  0.692758  1.416345  4.509550  -0.8059
C  -2.860539  -0.648226  2.432819  -0.1103
C  2.176648  -4.669778  -0.985235  1.0613
C  -3.025556  -4.296431  -1.035351  -0.7794
C  0.374075  0.536575  -5.394147  -0.8095
C  -3.311027  -1.846552  4.489785  -0.8551
C  -1.455785  3.204595  -2.335897  0.1922
C  7.232812  1.412307  1.341046  -0.7477
C  1.148704  -1.029958  3.389918  0.8548
C  -1.343294  4.519760  -1.917183  -1.1189
C  0.125915  0.816128  -4.066272  -0.6760
C  -4.540889  2.996020  -0.547162  -1.6220
C  -1.123852  0.574764  -3.488765  -0.4219
C  4.872269  -0.042001  1.198105  -0.1523
H  0.213266  1.690915  0.164827  -0.3390
H  1.510947  -1.152110  -2.303884  1.0521
H  1.007536  -3.060217  -3.621755  0.2284
H  3.935023  -0.574858  1.138012  0.7863
H  1.250134  -5.426153  -4.175970  0.4122
H  0.907384  1.207491  -3.431291  0.4984
H  2.452106  6.073940  -1.412823  0.3912
H  6.122511  3.025127  0.469861  0.4009
H  1.816793  -7.696461  -3.381862  0.3876
H  2.883216  3.663705  -1.707359  0.2380
H  -5.880255  -0.081255  -1.361657  0.4598
H  -5.090261  -3.767328  -0.769273  0.3485
H  -4.871096  3.511253  -1.447829  0.3751
H  -2.666613  -0.630278  -6.265861  0.3966
H  -6.299295  1.510508  -2.020799  0.3855
H  -1.799800  5.313745  -2.501942  0.3166
H  -3.543098  3.345811  -0.298051  0.2358
H  -4.572458  -1.689502  0.475976  0.5440
H  -3.169034  1.466457  2.557358  0.2547
H  8.086549  -0.349279  2.208429  0.3599
H  5.972153  -1.635091  2.092388  0.4115
H  2.182071  2.018875  3.078912  0.0562
H  0.431466  4.023157  0.911028  0.3606
H  0.501058  -3.017785  2.843701  0.2774
H  1.357589  0.718110  -5.815363  0.4139
H  -2.117350  1.425816  0.480154  0.9325
H  -0.591439  5.850841  -0.402745  0.3743
H  0.521638  2.409219  4.902745  0.4314
H  2.870653  -6.081560  0.449356  0.4767
H  -3.112550  -0.124284  -3.902247  0.4200
H  -3.351492  -2.783990  5.034764  0.3894
H  -6.578105  1.144674  -0.296281  0.3657
H  -1.994671  2.972323  -3.246116  0.4312
H  2.639570  -8.035256  -1.082273  0.3841
H  8.153364  1.985346  1.417087  0.3392
H  3.396205  5.718923  2.741186  0.3493
H  -0.712385  0.426468  5.814638  0.3945
H  -2.767754  -0.673810  -1.624398  1.6022
H  -2.653735  -2.765873  2.686609  0.3824
H  -0.903476  -4.578625  -1.104801  0.4052
H  -5.213541  3.217559  0.279206  0.3726
H  -0.433893  -0.221290  -7.235726  0.3702
H  4.022662  3.362941  2.385217  0.5233
H  -0.313701  -1.786553  4.785642  0.4336
H  2.673061  7.103129  0.819875  0.3518
H  -3.868038  1.454366  4.905823  0.3598
H  -3.248585  -5.198010  -1.594491  0.3681
H  -0.424869  -2.481234  0.144026  -0.3476
H  -3.957091  -0.670708  6.173140  0.3561

Forces on the atoms, in the same order (eV/Å):
Na 2.9 0.0 0.5
O -0.5 -0.1 -0.9
O -0.3 -0.1 -0.1
O -0.1 0.1 0.0
O -0.6 -0.3 0.7
N -0.1 -0.6 -0.4
N -0.2 -1.7 -0.9
N 0.0 0.2 -0.2
N 0.2 0.1 0.7
N -0.8 -0.6 -0.3
N 0.0 1.5 0.7
C 0.4 -0.3 -0.3
C -0.7 0.1 -0.3
C 0.1 0.3 0.1
C 0.5 0.2 0.0
C -0.1 0.3 -0.3
C -0.2 0.0 -0.1
C 0.0 0.0 0.0
C 0.1 -0.2 -0.1
C -0.2 0.5 -0.3
C 0.0 -0.1 -0.2
C 0.1 0.1 -0.2
C -0.1 0.2 0.0
C 0.0 0.2 0.2
C 0.0 0.1 -0.2
C 0.6 0.0 0.1
C -0.1 0.0 0.2
C -0.1 0.2 0.2
C -0.1 0.2 0.1
C -0.5 0.4 0.0
C 0.3 -0.1 0.5
C 0.0 0.0 -0.1
C 0.1 -0.1 -0.2
C 0.2 0.0 0.1
C 0.0 -0.5 0.0
C 0.0 -0.1 -0.3
C 0.1 0.6 0.3
C 0.1 -1.4 -1.0
C 0.0 0.2 0.3
C 0.0 0.0 -0.1
C 0.0 0.1 -0.1
C -0.1 0.1 0.2
C 0.1 -0.1 0.3
C -0.1 0.3 0.3
C 0.3 0.1 -0.1
C 0.0 0.1 -0.1
C -0.1 0.2 0.1
C 0.3 0.0 0.1
C -0.9 0.6 -0.2
C 0.0 -0.1 0.0
C 0.3 -0.6 -0.2
C 0.0 -0.2 0.1
C -0.2 0.7 1.3
C -0.2 -0.3 -0.6
C -0.1 0.0 0.0
C -0.2 -0.3 0.1
C -0.1 -0.1 0.4
C 0.0 -0.8 -0.5
C -0.1 -0.2 -0.1
C 0.2 0.0 0.0
C -0.1 -0.1 0.3
C 0.0 0.0 0.0
C 0.2 0.0 0.0
C -0.2 1.3 1.0
C -0.1 0.3 -0.1
C 0.0 0.1 0.0
C 0.3 -0.6 0.0
C -0.1 -0.2 -0.2
C 0.0 0.1 0.0
H -0.1 0.5 0.0
H -0.2 0.3 -0.3
H 0.0 0.1 0.0
H -0.1 -0.1 0.0
H 0.0 0.0 0.0
H 0.1 0.0 0.1
H -0.1 0.0 0.0
H -0.1 0.0 0.0
H 0.0 0.0 0.0
H -0.1 -0.2 -0.1
H 0.0 -0.2 -0.1
H 0.0 0.0 0.0
H 0.0 0.0 0.0
H 0.0 0.0 0.1
H -0.1 0.1 -0.1
H 0.0 0.0 0.0
H 0.2 0.1 0.0
H -0.1 0.0 0.0
H 0.1 0.1 -0.1
H 0.1 0.0 0.0
H 0.0 -0.1 0.0
H 0.0 0.1 -0.1
H 0.1 0.0 0.1
H 0.1 0.0 -0.1
H 0.0 0.0 0.0
H -0.2 -0.3 0.1
H 0.0 0.0 -0.1
H 0.0 0.0 0.0
H 0.0 0.0 0.1
H -0.1 0.0 0.1
H 0.0 0.0 0.0
H -0.2 0.1 0.1
H 0.0 0.0 0.0
H 0.0 0.0 0.0
H 0.0 0.0 -0.1
H 0.0 0.0 0.0
H 0.0 0.0 -0.1
H 0.1 0.2 -0.1
H 0.1 -0.1 -0.1
H 0.1 -0.1 0.0
H -0.1 0.0 0.0
H -0.1 0.0 0.0
H 0.0 -0.1 0.1
H -0.1 -0.1 -0.1
H 0.0 0.1 0.0
H 0.0 0.0 0.0
H 0.0 0.0 0.0
H 0.1 0.0 0.0
H 0.0 0.0 -0.1

Summary:
Max |F| = 2.91 eV/A
Net charge = -2
Total energy = -82488.742 eV
Frontier orbital gap = 4.273 eV
LUMO energy = 3.6674 eV